Computed, not measured: a molecular structure, C56H55BiBrN3OP3Si, with ωB97M-V/def2-TZVPD.

The total charge is +1. The value obtained for the orbital gap is 7.9 eV. The calculation puts the HOMO energy at -9.9 eV. The calculation puts the lowest unoccupied orbital energy at -1.9655 eV.

Geometry (Å):
Bi1 -0.44 0.26 -0.71
C1 -2.29 3.05 -1.42
P1 -0.46 2.95 -1.28
C2 0.23 3.57 -2.83
C3 1.07 2.76 -3.58
C4 1.62 3.23 -4.77
C5 1.31 4.51 -5.21
C6 0.46 5.32 -4.46
C7 -0.08 4.86 -3.27
C8 0.06 4.12 -0.01
C9 1.41 4.50 0.01
C10 1.86 5.41 0.96
C11 0.97 5.94 1.89
C12 -0.36 5.55 1.88
C13 -0.82 4.64 0.94
C14 -2.85 2.33 -0.22
C15 -3.90 2.60 0.62
C16 -3.81 1.68 1.70
C17 -2.71 0.89 1.48
C18 -1.99 -0.11 2.33
P2 -0.23 0.48 2.48
C19 0.60 -0.75 3.53
C20 0.20 -1.02 4.84
C21 0.90 -1.94 5.61
C22 2.02 -2.58 5.08
C23 2.43 -2.31 3.79
C24 1.72 -1.40 3.01
C25 -0.33 1.93 3.57
C26 -1.45 2.29 4.31
C27 -1.40 3.38 5.18
C28 -0.23 4.11 5.32
C29 0.89 3.76 4.58
C30 0.83 2.69 3.71
N1 -2.13 1.27 0.29
H1 -2.54 2.57 -2.36
H2 -2.62 4.09 -1.45
H3 1.30 1.76 -3.24
H4 2.28 2.60 -5.35
H5 1.72 4.88 -6.13
H6 0.22 6.32 -4.81
H7 -0.72 5.50 -2.68
H8 2.09 4.11 -0.73
H9 2.90 5.71 0.96
H10 1.32 6.66 2.62
H11 -1.05 5.95 2.61
H12 -1.85 4.33 0.95
H13 -4.63 3.39 0.49
H14 -4.46 1.64 2.56
H15 -1.93 -1.09 1.85
H16 -2.48 -0.24 3.30
H17 -0.65 -0.50 5.26
H18 0.59 -2.14 6.62
H19 2.57 -3.29 5.69
H20 3.30 -2.81 3.38
H21 2.04 -1.18 2.00
H22 -2.38 1.74 4.22
H23 -2.28 3.65 5.75
H24 -0.19 4.94 6.00
H25 1.81 4.32 4.68
H26 1.71 2.43 3.12
N2 -2.63 -1.41 -0.85
C31 -2.94 -2.79 -0.57
C32 -4.21 -3.28 -0.85
C33 -4.53 -4.60 -0.60
C34 -3.56 -5.46 -0.09
C35 -2.30 -4.97 0.20
C36 -1.97 -3.63 -0.03
P3 -0.34 -2.93 0.42
C37 0.68 -3.29 -1.06
C38 1.96 -2.74 -1.10
C39 2.82 -3.00 -2.15
C40 2.40 -3.81 -3.20
C41 1.12 -4.35 -3.18
C42 0.27 -4.10 -2.12
C43 0.25 -4.15 1.64
C44 -0.40 -4.15 2.88
C45 -0.01 -5.03 3.88
C46 1.04 -5.91 3.66
C47 1.70 -5.91 2.44
C48 1.31 -5.03 1.43
H27 -3.33 -0.80 -0.45
H28 -2.64 -1.24 -1.86
H29 -4.96 -2.61 -1.26
H30 -5.52 -4.97 -0.82
H31 -3.79 -6.50 0.10
H32 -1.55 -5.64 0.62
H33 2.30 -2.10 -0.28
H34 3.82 -2.58 -2.16
H35 3.07 -4.02 -4.02
H36 0.79 -4.98 -4.00
H37 -0.72 -4.54 -2.11
H38 -1.21 -3.45 3.06
H39 -0.53 -5.03 4.83
H40 1.34 -6.60 4.44
H41 2.52 -6.59 2.26
H42 1.82 -5.05 0.48
Br1 5.51 0.05 -3.40
C49 4.56 0.60 -1.87
C50 5.20 1.17 -0.79
C51 4.43 1.54 0.30
C52 3.06 1.33 0.26
N3 2.44 0.79 -0.79
C53 3.18 0.42 -1.84
H43 6.27 1.31 -0.79
H44 4.88 1.98 1.18
H45 2.42 1.61 1.09
H46 2.67 -0.04 -2.68
C54 -2.25 -1.79 -4.26
Si1 -1.15 -0.28 -4.19
C55 -1.74 1.01 -5.40
C56 0.61 -0.81 -4.58
O1 -1.20 0.37 -2.68
H47 -2.23 -2.24 -5.25
H48 -3.29 -1.54 -4.04
H49 -1.92 -2.56 -3.55
H50 -1.70 0.63 -6.43
H51 -1.13 1.91 -5.35
H52 -2.78 1.29 -5.19
H53 0.64 -1.40 -5.51
H54 1.00 -1.45 -3.78
H55 1.28 0.04 -4.71